The molecule CH2N4O. Source: OMol25; level of theory: wB97M-V/def2-TZVPD.

Geometry as ORCA input:
```
! RIJCOSX wB97M-V def2-TZVPD def2/J DEFGRID3
* xyz 0 1
N -0.85288 1.24370 0.07410
C -0.04716 0.28891 -0.30888
N 0.74335 -0.21258 -1.24865
O 1.20580 -1.39942 -0.63952
N 0.71735 -1.57664 0.57316
N -0.02390 -0.57643 0.77725
H -0.99184 2.03598 -0.52608
H -0.75072 0.19648 1.29861
*
```

Lowest unoccupied orbital energy: -0.42 eV
Molar mass: 86.05 g/mol
ΔE to the lowest compared entry with this formula, charge and spin: 449.48 kJ/mol
Max |F|: 1.0 eV/A

=====

The molecule C22H28N6O2. Source: OMol25; level of theory: wB97M-V/def2-TZVPD.

Geometry as ORCA input:
```
! RIJCOSX wB97M-V def2-TZVPD def2/J DEFGRID3
* xyz 0 1
C 0.64036 5.07427 -6.49086
O -0.16530 5.24085 -5.34955
C -0.12485 4.29120 -4.37749
C -0.96568 4.50372 -3.28122
C -0.99510 3.60943 -2.23776
C -0.18440 2.47466 -2.26103
N -0.25284 1.58550 -1.17964
N -1.40391 1.47246 -0.50370
C -1.18929 0.61197 0.46670
C 0.13629 0.14980 0.43686
C 0.71221 0.79711 -0.63850
C 2.14076 0.68956 -1.03095
C 2.95930 0.15659 0.16214
C 4.35282 -0.24531 -0.32740
C 3.09791 1.24682 1.22615
C 2.25689 -1.08478 0.73655
C 0.87553 -0.78133 1.33768
N 0.13177 -2.01166 1.54469
C -0.16529 -2.49607 2.76820
O 0.13184 -1.92378 3.79641
C -0.89799 -3.83323 2.73596
C -1.58487 -4.12925 4.06742
C -2.70559 -3.12933 4.37067
N -3.73089 -3.17424 3.36682
C -3.88666 -2.40791 2.27415
N -4.90909 -2.82743 1.56557
C -5.36179 -3.87978 2.27430
N -4.67421 -4.12202 3.36506
C 0.63432 2.24750 -3.35716
C 0.67054 3.15148 -4.40613
H 1.70425 5.05213 -6.23311
H 0.44165 5.94011 -7.12030
H 0.37891 4.16278 -7.03801
H -1.58647 5.38505 -3.27612
H -1.64785 3.76052 -1.39335
H -1.97637 0.35880 1.14816
H 2.25081 -0.00505 -1.87084
H 2.52612 1.66215 -1.34748
H 4.29267 -1.06094 -1.04525
H 4.96890 -0.57035 0.50739
H 4.84494 0.59794 -0.80703
H 3.56341 0.84464 2.12256
H 2.12866 1.65750 1.49488
H 3.71913 2.05827 0.85255
H 2.12848 -1.81402 -0.06898
H 2.88529 -1.54165 1.50266
H 0.98321 -0.34314 2.33740
H -0.14339 -2.52338 0.72081
H -0.15713 -4.61014 2.53019
H -1.62224 -3.83836 1.91822
H -0.84891 -4.06034 4.86863
H -2.00065 -5.13791 4.05024
H -2.29660 -2.11794 4.40970
H -3.16466 -3.37472 5.33091
H -3.26064 -1.57231 2.03723
H -6.20632 -4.46621 1.97729
H 1.23436 1.35459 -3.41842
H 1.31764 2.94516 -5.24383
*
```

Lowest unoccupied orbital energy: 0.53 eV
Molar mass: 408.51 g/mol
ΔE to the lowest compared entry with this formula, charge and spin: 56.12 kJ/mol
Max |F|: 0.9 eV/A
SMILES: COc1ccc(-n2ncc3c2CC(C)(C)C[C@@H]3NC(=O)CCCn2cncn2)cc1

=====

The molecule C19H16BrN5O3S. Source: OMol25; level of theory: wB97M-V/def2-TZVPD.

Geometry as ORCA input:
```
! RIJCOSX wB97M-V def2-TZVPD def2/J DEFGRID3
* xyz 0 1
C -6.26391 -1.57196 2.50020
C -5.10466 -1.50527 1.57824
C -4.85470 -0.74390 0.47433
C -3.56930 -1.18168 0.05541
N -2.81469 -0.76371 -1.01855
C -3.15356 0.24172 -1.86203
O -4.16681 0.89891 -1.79807
C -2.11076 0.48029 -2.94933
S -0.66309 1.38903 -2.31544
C 0.29088 0.06086 -1.73964
N -0.12218 -1.18081 -1.63031
N 0.90441 -1.91814 -1.21001
C 1.94299 -1.13010 -1.05957
C 3.21851 -1.62493 -0.64050
C 3.55093 -2.90491 -0.26946
C 4.92694 -2.88942 0.04018
C 5.32833 -1.60295 -0.16711
Br 6.98865 -0.77686 0.03023
O 4.31317 -0.82494 -0.57942
N 1.60449 0.16063 -1.39341
C 2.38119 1.37937 -1.32671
C 2.21201 2.04777 0.01749
C 1.17229 2.94522 0.22420
C 0.98891 3.52767 1.46572
C 1.84286 3.21988 2.51108
C 2.88487 2.33126 2.30947
C 3.06789 1.74696 1.06868
N -3.11252 -2.11893 0.85361
O -4.06114 -2.32402 1.80014
H -6.75000 -2.54332 2.42034
H -6.97680 -0.79245 2.25058
H -5.93126 -1.44748 3.52906
H -5.46007 0.00677 0.01631
H -1.91004 -1.23408 -1.14160
H -1.74807 -0.45274 -3.37678
H -2.53988 1.12491 -3.71588
H 2.87786 -3.73458 -0.22980
H 5.53696 -3.70443 0.36906
H 3.42809 1.12922 -1.50548
H 2.02048 2.03733 -2.12346
H 0.50767 3.19091 -0.59087
H 0.17791 4.22447 1.61460
H 1.69937 3.67471 3.47967
H 3.55839 2.09200 3.11880
H 3.88739 1.06175 0.91604
*
```

Lowest unoccupied orbital energy: 0.45 eV
Molar mass: 474.34 g/mol
Max |F|: 1.5 eV/A
SMILES: Cc1cc(NC(=O)CSc2nnc(-c3ccc(Br)o3)n2Cc2ccccc2)no1

=====

A structure of composition C11H14BN7OV. Source: OMol25; level of theory: wB97M-V/def2-TZVPD.

Geometry as ORCA input:
```
! RIJCOSX wB97M-V def2-TZVPD def2/J DEFGRID3
* xyz 0 4
H 0.92456 -1.27186 -2.13966
N -0.71056 0.00037 -1.64524
B -2.66728 1.67320 -1.68847
N -1.62348 0.75862 -2.41772
C -1.39219 0.49470 -3.70126
V -0.99982 0.18958 0.16512
H -2.01541 0.96347 -4.45037
C -0.29544 -0.37663 -3.81543
H 0.13177 -0.75073 -4.72308
C 0.12321 -0.64652 -2.51520
H -3.40893 2.18966 -2.46118
C 1.40191 -0.18823 1.79320
H 1.35436 -1.28488 1.98810
H 0.48637 0.38821 2.11918
H 2.17133 0.41648 1.26075
N -1.78944 2.77204 -0.95788
N -3.45381 0.82517 -0.64823
N -0.89190 2.33782 0.00525
N -2.75614 0.10466 0.37012
C -1.68915 4.10380 -1.11213
C -4.73547 0.52725 -0.50228
H -2.31981 4.62090 -1.81011
H -5.42554 0.98108 -1.18716
C -0.66354 4.55380 -0.28371
C -4.92183 -0.36731 0.56555
C -0.16579 3.43531 0.39006
C -3.66535 -0.61464 1.08769
H -0.29180 5.54267 -0.16228
H -5.85497 -0.76673 0.90340
H 0.62130 3.30255 1.13201
H -3.32396 -1.22669 1.89992
H 3.45343 -0.93940 2.13927
O 2.99964 -2.44032 -0.47934
C 3.46018 -1.95324 0.49450
N 4.02451 -1.47453 1.45716
*
```

Lowest unoccupied orbital energy (spin up / spin down): 0.27 / 0.29 eV
Molar mass: 322.04 g/mol
ΔE to the lowest compared entry with this formula, charge and spin: 0.00 kJ/mol
Max |F|: 9.4 eV/A

=====

A cluster of 2 separate species, H3N2P in total. Source: OMol25; level of theory: wB97M-V/def2-TZVPD.

Geometry as ORCA input:
```
! RIJCOSX wB97M-V def2-TZVPD def2/J DEFGRID3
* xyz 0 1
N 1.23429 0.57134 -0.00007
N -1.16700 -0.22994 0.01424
P 0.43642 -0.78481 0.05613
H 2.74978 0.34280 0.50086
H -1.30143 0.80057 -0.31082
H -1.95205 -0.69995 -0.26035
*
```

Lowest unoccupied orbital energy (spin up / spin down): 0.07 / 0.07 eV
Molar mass: 62.01 g/mol
ΔE to the lowest compared entry with this formula, charge and spin: 265.39 kJ/mol
Max |F|: 5.3 eV/A

=====

A cluster of 2 separate species, CHF2O3S in total. Source: OMol25; level of theory: wB97M-V/def2-TZVPD.

Geometry as ORCA input:
```
! RIJCOSX wB97M-V def2-TZVPD def2/J DEFGRID3
* xyz -1 1
C 2.32078 -0.19220 -0.15286
O -2.67467 0.97201 0.87577
O -2.13620 -1.32002 0.06724
O -2.57388 0.53193 -1.52718
F 3.59650 -0.44146 0.27249
F 1.91092 1.08481 0.14410
S -2.11512 0.11097 -0.21636
H 1.67166 -0.74604 0.53680
*
```

Lowest unoccupied orbital energy (spin up / spin down): 3.49 / 1.80 eV
Molar mass: 131.08 g/mol
ΔE to the lowest compared entry with this formula, charge and spin: 350.02 kJ/mol
Max |F|: 3.3 eV/A